[1]
Below is one molecule with the formula C6H6BrClFN at a distorted geometry, with properties calculated with ωB97M-V with the def2-TZVPD basis set.

```
16
Properties=species:S:1:pos:R:3:forces:R:3
F 0.4827 2.5015 1.0227 -0.59 2.55 0.75
C 0.6934 1.3967 0.4039 0.09 -3.93 -0.74
C 0.4992 1.5115 -1.0912 1.85 0.41 0.55
Cl 1.6014 0.3853 -1.9556 0.30 0.60 -0.03
N 1.1094 0.4498 1.1035 0.06 -0.07 0.73
C 1.2573 -0.9082 0.8479 -2.29 0.70 -1.54
C 0.3262 -1.7080 0.2827 0.89 1.41 1.27
C -1.0094 -1.3107 -0.1045 1.12 1.56 3.13
C -1.7493 -0.4599 0.6099 -1.41 -0.77 -1.26
Br -3.4306 0.0790 -0.1997 0.41 -0.03 0.38
H 0.7759 2.5580 -1.1436 0.45 0.22 -1.26
H -0.3698 1.3581 -1.6716 -1.68 -0.09 0.63
H 2.1471 -1.3690 1.1274 1.64 -0.25 0.50
H 0.7121 -2.6681 0.1157 -0.12 -1.50 -0.29
H -1.3439 -1.6966 -0.9740 -1.31 -0.96 -2.86
H -1.7018 -0.1193 1.6266 0.61 0.16 0.04
```
Forces are in eV/Å.

Properties
E_LUMO = 0.11 eV
max |F| = 0.0779 Eh/bohr
energy above the lowest of the compared OMol25 structures with the same formula, charge and spin = 50.1 kcal/mol
HOMO energy = -8.408 eV
SMILES string = F/C(CCl)=N/C=C\C=C\Br
charge = 0
frontier orbital gap = 8.52 eV

And the Löwdin charges, in e, turn out to be: number 1, F, carries 0.142; number 2, C, carries -0.490; number 3, C, carries -0.432; number 4, Cl, carries 0.613; number 5, N, carries 0.140; number 6, C, carries -0.157; number 7, C, carries -0.113; number 8, C, carries -0.225; number 9, C, carries -0.525; number 10, Br, carries 0.611; number 11, H, carries 0.086; number 12, H, carries 0.053; number 13, H, carries 0.090; number 14, H, carries 0.086; number 15, H, carries 0.060; number 16, H, carries 0.061



[2]
Below is a 6-piece molecular cluster, C6H6Cl18 overall at a distorted geometry, with properties calculated with ωB97M-V with the def2-TZVPD basis set.

```
30
Properties=species:S:1:pos:R:3:forces:R:3
Cl 3.0511 -1.1749 0.2111 0.14 -0.13 0.46
C 2.2826 -2.4539 1.1704 0.67 -0.58 0.08
Cl 2.1831 -3.9180 0.1644 0.01 0.06 0.23
Cl 0.7177 -1.9994 1.7575 -0.74 0.39 0.08
H 2.8682 -2.6925 2.0760 0.01 0.24 -0.83
Cl 0.7663 -1.2820 -2.2531 -0.61 -0.29 0.03
C 1.7251 0.1339 -2.6290 0.27 0.13 0.61
Cl 0.8041 1.3442 -3.4799 -0.29 0.25 -0.27
Cl 3.1407 -0.3719 -3.4981 0.61 -0.02 -0.50
H 2.0704 0.5812 -1.7005 -0.20 -0.08 0.01
Cl 3.1057 4.0151 3.1514 0.09 -0.18 0.00
C 2.4952 2.6254 2.2704 -1.30 0.65 -1.18
Cl 3.1601 1.1158 2.7587 0.46 -0.30 0.25
Cl 2.7443 2.9142 0.4377 -0.22 -0.32 1.41
H 1.3978 2.5648 2.4472 0.90 0.19 -0.39
Cl -1.4246 -2.4446 -5.9462 -0.01 0.27 0.25
C -2.4912 -1.9069 -4.6473 0.06 -0.46 0.64
Cl -2.5531 -3.1653 -3.3530 -0.03 0.38 -0.40
Cl -4.0955 -1.5688 -5.2698 -0.10 0.04 0.04
H -2.1231 -1.0146 -4.1389 0.14 -0.16 -0.43
Cl -0.5804 1.8877 4.7263 0.05 0.18 -0.12
C -2.1234 1.2265 4.2037 -0.14 -0.81 0.14
Cl -3.4806 2.0429 4.9826 0.20 0.18 -0.40
Cl -2.2125 -0.4997 4.6170 0.11 -0.19 0.08
H -2.1757 1.2073 3.1155 -0.15 0.67 0.25
Cl -2.7031 -0.2599 0.9637 -0.42 -0.39 0.66
C -1.7774 0.4955 -0.2919 0.15 0.47 0.14
Cl -0.9033 1.9214 0.3692 -0.30 -0.25 -0.41
Cl -2.8522 0.8875 -1.6406 0.50 0.10 0.05
H -1.0165 -0.2110 -0.5745 0.11 -0.04 -0.46
```
Forces are in eV/Å.

Properties
E_LUMO = 0.24 eV
max |F| = 0.0364 Eh/bohr
energy above the lowest of the compared OMol25 structures with the same formula, charge and spin = 5.1 kcal/mol
HOMO energy = -11.130 eV
SMILES string = ClC(Cl)Cl.ClC(Cl)Cl.ClC(Cl)Cl.ClC(Cl)Cl.ClC(Cl)Cl.ClC(Cl)Cl
charge = 0
frontier orbital gap = 11.37 eV

And the Löwdin charges, in e, turn out to be: number 1, Cl, carries 0.514; number 2, C, carries -1.542; number 3, Cl, carries 0.519; number 4, Cl, carries 0.550; number 5, H, carries 0.030; number 6, Cl, carries 0.535; number 7, C, carries -1.621; number 8, Cl, carries 0.560; number 9, Cl, carries 0.565; number 10, H, carries -0.042; number 11, Cl, carries 0.545; number 12, C, carries -1.529; number 13, Cl, carries 0.552; number 14, Cl, carries 0.430; number 15, H, carries -0.022; number 16, Cl, carries 0.525; number 17, C, carries -1.544; number 18, Cl, carries 0.473; number 19, Cl, carries 0.533; number 20, H, carries -0.018; number 21, Cl, carries 0.538; number 22, C, carries -1.557; number 23, Cl, carries 0.535; number 24, Cl, carries 0.493; number 25, H, carries -0.064; number 26, Cl, carries 0.572; number 27, C, carries -1.535; number 28, Cl, carries 0.519; number 29, Cl, carries 0.547; number 30, H, carries -0.060



[3]
Below is a 2-piece molecular cluster, C6H6Cl2O overall at a distorted geometry, with properties calculated with ωB97M-V with the def2-TZVPD basis set.

```
15
Properties=species:S:1:pos:R:3:forces:R:3
O -0.6474 2.7843 1.6002 -0.06 -1.55 -0.01
C -0.7414 1.6569 1.9124 -0.41 3.59 -0.82
C -0.8328 0.5061 2.4656 0.26 -3.23 1.16
Cl 0.5963 0.0082 3.3290 0.11 0.27 0.05
Cl -1.9899 -0.7792 2.3167 0.02 0.92 -0.29
C -1.1744 -0.9774 -1.3856 -3.10 -1.84 -0.72
C 0.0191 -0.4753 -1.2130 0.21 -0.46 1.18
C 1.2065 0.0960 -1.7950 0.13 1.73 -0.19
C 1.1669 -0.2469 -0.2807 -0.06 0.47 -0.33
H -1.6932 -1.1740 -2.4131 1.34 0.92 1.68
H -1.8654 -1.4215 -0.5729 1.66 0.93 -0.99
H 1.0926 1.2242 -2.0514 0.66 -2.25 0.02
H 1.8170 -0.6360 -2.3563 -0.18 1.14 -0.09
H 1.8382 -1.0702 -0.0864 -0.33 -0.37 0.29
H 1.2081 0.5049 0.5306 -0.24 -0.28 -0.94
```
Forces are in eV/Å.

Properties
E_LUMO = -0.61 eV
max |F| = 0.0721 Eh/bohr
energy above the lowest of the compared OMol25 structures with the same formula, charge and spin = 110.5 kcal/mol
HOMO energy = -9.320 eV
SMILES string = O=C=C(Cl)Cl.C=C1CC1
charge = 0
frontier orbital gap = 8.71 eV

And the Löwdin charges, in e, turn out to be: number 1, O, carries 0.188; number 2, C, carries -0.315; number 3, C, carries -1.123; number 4, Cl, carries 0.639; number 5, Cl, carries 0.635; number 6, C, carries 0.016; number 7, C, carries -0.369; number 8, C, carries -0.113; number 9, C, carries -0.109; number 10, H, carries 0.086; number 11, H, carries 0.050; number 12, H, carries 0.141; number 13, H, carries 0.112; number 14, H, carries 0.093; number 15, H, carries 0.069



[4]
Below is C6H6ClF12MgN2O9S4 as an isolated structure at a distorted geometry, with properties calculated with ωB97M-V with the def2-TZVPD basis set.

```
41
Properties=species:S:1:pos:R:3:forces:R:3
Mg 0.7066 -0.4060 0.0990 1.48 -2.88 0.01
C 0.1053 3.6065 1.4516 0.76 0.73 0.23
F 0.6796 4.3855 0.4756 -0.33 -0.88 1.54
F -0.2342 4.3680 2.5164 1.18 -0.45 -0.88
F -0.9811 3.1101 0.9829 -1.26 -0.46 -1.06
S 1.3152 2.1087 1.8799 2.17 1.68 1.08
O 2.3983 2.2132 0.9226 -1.69 -0.91 -0.07
O 1.7614 2.3090 3.2614 -1.48 -0.72 -1.95
N 0.3236 0.6925 1.5517 0.99 4.01 2.84
S -0.8123 0.6605 2.6661 -3.95 0.02 0.84
O -1.0938 1.9212 3.3298 1.18 -1.27 -0.43
O -2.0213 -0.0059 2.1825 2.12 -0.18 0.26
C -0.0705 -0.4689 3.9458 0.05 0.45 0.69
F 1.0875 0.0567 4.4184 -1.10 -1.31 -0.66
F -0.9260 -0.5344 5.0075 0.81 -0.51 -1.23
F 0.1150 -1.6980 3.3721 -0.01 1.32 1.14
C 2.3917 1.7179 -2.7110 -1.61 0.13 1.77
F 3.0838 1.7973 -3.8217 0.23 -0.10 0.09
F 3.1533 1.2771 -1.6733 -0.74 0.89 -1.44
F 1.8427 2.9455 -2.4374 1.05 -1.46 -0.11
S 0.9543 0.4585 -2.9633 1.72 0.24 -2.84
O 0.3348 0.9635 -4.2332 1.04 -1.54 3.57
O 1.6163 -0.8172 -3.0351 -0.32 0.29 0.15
N 0.1019 0.4144 -1.4690 -1.35 1.94 -5.08
S -1.3245 1.1213 -1.8624 -1.68 4.11 1.35
O -2.1793 1.2844 -0.6711 1.64 -1.17 -2.09
O -1.0458 2.3772 -2.6293 -1.38 -3.33 1.69
C -2.2760 -0.2189 -2.9578 -1.85 1.84 -0.04
F -3.6415 -0.1815 -2.5870 2.62 -0.43 -0.28
F -2.2590 0.1695 -4.2352 0.12 -0.62 0.70
F -1.7837 -1.4359 -2.8125 -0.31 0.34 0.00
Cl 2.6683 -1.5380 0.0739 0.02 -0.07 0.13
C -0.2047 -4.3789 0.6476 0.93 0.49 -0.48
C -0.3762 -3.2977 -0.4314 -0.57 -1.38 0.77
O -0.5068 -2.0630 0.2515 -0.65 0.31 -0.17
H -0.8821 -4.2136 1.4854 -0.45 0.18 -0.19
H 0.7786 -4.2905 1.1097 0.22 -0.69 -0.29
H -0.5003 -5.3101 0.1644 0.66 -0.40 0.41
H -1.3559 -3.6214 -0.7828 -0.16 0.78 -1.06
H 0.3498 -3.1932 -1.2377 0.11 -0.30 0.34
H -1.2930 -2.2860 0.7551 -0.18 1.28 0.72
```
Forces are in eV/Å.

Properties
E_LUMO = 2.35 eV
max |F| = 0.1089 Eh/bohr
energy above the lowest of the compared OMol25 structures with the same formula, charge and spin = 59.4 kcal/mol
HOMO energy = -7.140 eV
charge = -1
frontier orbital gap = 9.49 eV

And the Löwdin charges, in e, turn out to be: number 1, Mg, carries 0.172; number 2, C, carries -0.608; number 3, F, carries 0.111; number 4, F, carries 0.128; number 5, F, carries 0.149; number 6, S, carries 0.744; number 7, O, carries -0.290; number 8, O, carries -0.290; number 9, N, carries -0.347; number 10, S, carries 0.611; number 11, O, carries -0.268; number 12, O, carries -0.273; number 13, C, carries -0.575; number 14, F, carries 0.116; number 15, F, carries 0.110; number 16, F, carries 0.104; number 17, C, carries -0.595; number 18, F, carries 0.169; number 19, F, carries 0.096; number 20, F, carries 0.104; number 21, S, carries 0.707; number 22, O, carries -0.303; number 23, O, carries -0.312; number 24, N, carries -0.351; number 25, S, carries 0.691; number 26, O, carries -0.303; number 27, O, carries -0.314; number 28, C, carries -0.557; number 29, F, carries 0.062; number 30, F, carries 0.124; number 31, F, carries 0.152; number 32, Cl, carries -0.023; number 33, C, carries -0.063; number 34, C, carries -0.283; number 35, O, carries -0.163; number 36, H, carries 0.077; number 37, H, carries 0.079; number 38, H, carries 0.078; number 39, H, carries 0.111; number 40, H, carries 0.121; number 41, H, carries 0.103



[5]
Below is an isolated ion of composition C6H6ClN4O2 and charge -1 at a distorted geometry, with properties calculated with ωB97M-V with the def2-TZVPD basis set.

```
19
Properties=species:S:1:pos:R:3:forces:R:3
O 1.9949 4.0790 -0.5887 -1.03 0.87 0.14
C 1.5801 2.9494 -0.5063 0.80 -0.65 2.21
O 1.9781 1.8812 -0.9317 -0.75 -0.85 -0.70
N 0.4875 2.7142 0.8214 1.00 0.24 -0.41
C -0.4959 1.7547 0.9085 0.66 1.00 -0.95
Cl -1.9327 2.2687 -0.3602 -0.77 0.01 -0.07
C -0.1628 0.4104 0.4039 0.02 -0.83 0.28
C -0.8193 -0.7433 0.6576 -0.19 1.42 0.33
N -0.5068 -1.9382 0.0059 0.90 1.02 -0.64
C 0.2495 -1.9978 -1.0820 0.08 -0.77 -0.27
N 0.3539 -3.2765 -1.4627 0.90 1.44 -1.23
C -0.3867 -3.9074 -0.5722 -0.24 1.41 1.38
N -0.9221 -3.1300 0.3646 -0.62 -1.20 0.41
H 0.3903 3.5723 1.3849 -0.26 -0.83 -0.68
H -0.9973 1.6788 1.8261 -0.93 0.50 1.29
H 0.7384 0.5990 -0.1763 0.08 -1.09 -0.44
H -1.7247 -0.9295 1.2409 0.31 0.80 0.12
H 0.6210 -1.0538 -1.4409 0.40 -0.39 -0.71
H -0.4454 -4.9309 -0.4927 -0.36 -2.10 -0.07
```
Forces are in eV/Å.

Properties
E_LUMO = 3.39 eV
max |F| = 0.0474 Eh/bohr
energy above the lowest of the compared OMol25 structures with the same formula, charge and spin = 0.0 kcal/mol
HOMO energy = -5.389 eV
SMILES string = O=C([O-])N[C@@H](Cl)/C=C/n1cncn1
charge = -1
frontier orbital gap = 8.77 eV

And the Löwdin charges, in e, turn out to be: number 1, O, carries 0.005; number 2, C, carries -0.668; number 3, O, carries -0.026; number 4, N, carries 0.000; number 5, C, carries -0.628; number 6, Cl, carries 0.312; number 7, C, carries -0.126; number 8, C, carries -0.053; number 9, N, carries -0.171; number 10, C, carries -0.118; number 11, N, carries 0.073; number 12, C, carries -0.260; number 13, N, carries 0.088; number 14, H, carries 0.099; number 15, H, carries 0.075; number 16, H, carries 0.076; number 17, H, carries 0.123; number 18, H, carries 0.129; number 19, H, carries 0.069



[6]
Below is C6H6CuO2 as an isolated structure at a distorted geometry, with properties calculated with ωB97M-V with the def2-TZVPD basis set.

```
15
Properties=species:S:1:pos:R:3:forces:R:3
O 0.7462 0.6781 -0.8437 -3.77 -1.43 -1.57
C -0.4445 0.7844 -0.5240 1.99 1.88 1.50
C -1.1297 -0.0902 0.4347 0.31 -3.54 -1.47
C -2.3006 0.3738 0.9309 -0.54 -1.00 -0.06
Cu 2.3192 0.9874 -0.1690 3.07 1.16 0.11
H -0.8355 1.8143 -0.6103 -0.70 -0.49 -0.55
H -2.9510 -0.2530 1.5414 0.26 0.30 0.32
H -2.7490 1.2912 0.5473 0.30 0.05 0.23
C 1.3723 -0.6778 2.0790 2.49 1.44 -1.53
O 2.1609 -0.1164 1.4363 -2.06 -2.09 2.93
C -0.9381 -2.5203 -0.5322 -0.34 -1.65 -1.94
C -0.8047 -1.6891 0.5077 -1.97 4.97 2.07
H -0.8095 -3.5937 -0.3925 0.29 0.10 -0.12
H -1.3781 -2.2087 -1.4820 0.34 0.07 0.03
H -0.9874 -2.1438 1.4881 0.33 0.22 0.04
```
Forces are in eV/Å.

Properties
E_LUMO (spin up / spin down) = -9.70 / -13.05 eV
max |F| = 0.1115 Eh/bohr
energy above the lowest of the compared OMol25 structures with the same formula, charge and spin = 0.0 kcal/mol
HOMO energy (spin up / spin down) = -18.528 / -18.405 eV
spin multiplicity = 2
charge = +2
frontier orbital gap (spin up / spin down) = 8.82 / 5.35 eV

And the Löwdin charges, in e, turn out to be: number 1, O, carries -0.026; number 2, C, carries -0.116; number 3, C, carries -0.177; number 4, C, carries 0.248; number 5, Cu, carries 0.685; number 6, H, carries 0.169; number 7, H, carries 0.126; number 8, H, carries 0.129; number 9, C, carries 0.214; number 10, O, carries 0.032; number 11, C, carries 0.254; number 12, C, carries 0.043; number 13, H, carries 0.133; number 14, H, carries 0.139; number 15, H, carries 0.148



[7]
Below is a 3-piece molecular cluster, C6H6F2O4P overall at a distorted geometry, with properties calculated with ωB97M-V with the def2-TZVPD basis set.

```
19
Properties=species:S:1:pos:R:3:forces:R:3
C -3.4429 -1.2166 -3.1506 1.91 0.62 2.49
C -1.4280 2.1813 1.9662 1.33 -0.76 -1.35
C 1.8309 -0.0515 0.4539 -3.13 0.54 0.74
C 0.5566 -0.2771 0.6530 0.97 -2.77 -0.96
C 3.0396 0.5496 0.1764 3.85 2.06 -1.52
C -0.2189 -1.3253 1.4383 -0.22 1.94 1.38
O -4.1667 -1.7021 -3.8530 -2.24 -1.14 -2.52
O -2.1118 2.9544 2.3761 -3.14 3.10 2.35
O -2.7037 -0.8121 -2.3419 0.27 0.46 0.01
O -0.7070 1.4713 1.4242 0.90 -1.11 -0.46
F 0.2506 -0.7474 -1.9610 -0.90 -0.96 -0.19
F 0.3817 1.4435 -1.5489 -1.52 -0.37 1.07
P -0.5242 0.2212 -1.0288 3.12 1.44 -0.80
H 3.4669 0.3594 -0.8567 -0.68 -0.13 0.99
H 3.7432 0.1254 0.8543 1.14 -1.15 0.54
H 3.4170 1.6221 0.4043 -2.08 -0.99 -0.36
H 0.1915 -2.2858 1.6199 1.57 -0.60 -0.01
H -1.1038 -1.6364 0.9329 -1.12 0.35 -0.35
H -0.4710 -0.8742 2.4413 -0.04 -0.51 -1.06
```
Forces are in eV/Å.

Properties
E_LUMO (spin up / spin down) = -4.00 / -8.84 eV
max |F| = 0.0973 Eh/bohr
HOMO energy (spin up / spin down) = -11.898 / -14.189 eV
spin multiplicity = 3
charge = +1
frontier orbital gap (spin up / spin down) = 7.90 / 5.35 eV

And the Löwdin charges, in e, turn out to be: number 1, C, carries -0.403; number 2, C, carries -0.399; number 3, C, carries -0.015; number 4, C, carries -0.289; number 5, C, carries -0.092; number 6, C, carries -0.067; number 7, O, carries 0.301; number 8, O, carries 0.316; number 9, O, carries 0.094; number 10, O, carries 0.115; number 11, F, carries -0.146; number 12, F, carries -0.172; number 13, P, carries 1.129; number 14, H, carries 0.131; number 15, H, carries 0.084; number 16, H, carries 0.149; number 17, H, carries 0.083; number 18, H, carries 0.065; number 19, H, carries 0.113